Below is a cluster of 2 separate species, C2H9N3 in total at a distorted geometry, with properties calculated with wB97M-V/def2-TZVPD.

Last column: Mulliken spin population.
Cartesian coordinates (Å):
N  2.0783  -0.8153  1.1808  0.83
N  -0.8077  1.7915  -2.5629  0.03
N  -0.1523  -1.3019  1.6811  0.08
C  1.1225  -0.9533  2.0163  -0.02
C  -1.8577  1.0550  -1.8516  0.00
H  -1.4154  0.2084  -1.2540  0.01
H  -1.0253  -0.9001  2.0091  0.01
H  -0.1112  -1.1702  0.6740  0.01
H  -0.4745  1.1916  -3.3132  0.00
H  -2.7053  0.8608  -2.5343  0.00
H  -2.3523  1.6987  -1.1038  0.00
H  1.5042  -1.0924  3.0245  0.06
H  2.9749  -1.2350  1.4328  0.00
H  -0.0945  1.9297  -1.8561  0.00

Calculated values
Orbital gap (alpha / beta), eV: 7.15 / 2.85
Net charge: +1
Spin multiplicity: 2

Below is a structure of composition C2H9N3O at a distorted geometry, with properties calculated with wB97M-V/def2-TZVPD.

Last column: natural (NBO) charge in e.
Cartesian coordinates (Å):
O  2.6137  0.3488  0.0101  -0.71
N  -1.8016  1.3799  -0.3991  -1.09
N  -1.2278  -1.2443  -0.1326  -0.83
N  0.0499  0.4937  0.7012  -0.62
C  1.6667  -0.5205  0.5195  0.05
C  -0.5374  -0.0833  -0.3623  0.36
H  1.8193  -0.6858  1.5803  0.17
H  3.0105  -0.0384  -0.7832  0.48
H  1.5597  -1.4513  -0.0361  0.17
H  -1.5490  2.3454  -0.1902  0.34
H  0.4461  1.4071  0.5242  0.38
H  -2.6934  1.1870  0.0572  0.34
H  -1.6118  -1.7590  -0.9111  0.40
H  -1.6127  -1.3870  0.7914  0.40
H  -0.1323  0.0079  -1.3692  0.17

Calculated values
Orbital gap, eV: 7.74
Net charge: 0
Spin multiplicity: 1

Below is a cluster of 2 separate species, C2H9N3O in total at a distorted geometry, with properties calculated with wB97M-V/def2-TZVPD.

Last column: natural (NBO) charge in e.
Cartesian coordinates (Å):
O  -3.1421  2.4586  -6.2815  -0.95
N  1.2218  0.0404  1.7718  -0.61
N  1.4789  -1.0597  -0.2405  -0.84
N  -0.0877  -1.8517  1.3288  -0.83
C  0.4527  0.3726  2.9552  -0.41
C  0.7508  -0.9418  0.9621  0.60
H  2.2179  0.1611  1.7641  0.38
H  -0.7092  -2.0871  0.5615  0.35
H  -3.6729  2.8560  -5.5800  0.47
H  0.2005  -0.5300  3.5140  0.21
H  2.4705  -0.8696  -0.1768  0.37
H  1.0671  1.0267  3.5705  0.20
H  1.3754  -1.9843  -0.6281  0.38
H  -0.4446  0.9071  2.6935  0.20
H  -3.1792  1.5015  -6.2149  0.47

Calculated values
Orbital gap, eV: 9.38
Structure (SMILES): [H]/N=C(\N)NC.O
Net charge: 0
Spin multiplicity: 1

Below is the molecule C2H9N3O2S at a distorted geometry, with properties calculated with wB97M-V/def2-TZVPD.

Last column: natural (NBO) charge in e.
Cartesian coordinates (Å):
S  -1.5132  0.3559  -0.1426  2.19
O  -0.8655  1.6678  -0.1666  -0.93
O  -2.8612  0.2672  0.2938  -0.92
N  0.8895  -0.5860  0.7465  -0.28
N  -1.5351  -0.1126  -1.8396  -1.07
N  -0.4097  -0.9678  0.7016  -0.54
C  1.5123  -0.3328  -0.5522  -0.46
C  1.0278  0.4483  1.7859  -0.42
H  1.5598  -1.4187  -1.1545  0.20
H  1.3956  -0.0244  2.7009  0.21
H  -2.2155  -0.9310  -1.9515  0.39
H  0.0443  0.8604  1.9920  0.21
H  0.9289  0.4919  -1.1922  0.22
H  -1.9331  0.7722  -2.2749  0.40
H  2.6362  -0.0524  -0.3982  0.22
H  -0.4122  -1.7219  0.0660  0.36
H  1.7510  1.2839  1.3854  0.21

Calculated values
Orbital gap, eV: 9.32
Structure (SMILES): CN(C)NS(N)(=O)=O
Net charge: 0
Spin multiplicity: 1

Below is a cluster of 2 separate species, C2H9N3S2 in total, with properties calculated with wB97M-V/def2-TZVPD.

Last column: natural (NBO) charge in e.
Cartesian coordinates (Å):
S  0.8531  -1.6908  -0.6843  -0.14
S  -0.5023  -2.3469  0.7275  0.09
N  -1.3886  1.2794  -0.1492  -0.83
N  -0.9003  1.0190  -2.3665  -0.78
N  0.6739  2.0603  -0.9034  -0.85
C  0.5716  -2.5458  2.1692  -0.75
C  -0.5373  1.4324  -1.2145  0.57
H  -0.0783  -2.7420  3.0194  0.22
H  1.1667  2.3747  -1.7243  0.39
H  -0.1093  0.9238  -2.9967  0.34
H  1.2888  -3.3468  2.0035  0.22
H  -1.3304  1.8838  0.6511  0.38
H  1.1337  -1.6332  2.3478  0.22
H  0.5988  2.7765  -0.1973  0.38
H  0.8677  -0.4214  -0.2569  0.13
H  -2.3077  0.9771  -0.4255  0.41

Calculated values
Orbital gap, eV: 9.25
Structure (SMILES): N=C(N)N.CSS
Net charge: 0
Spin multiplicity: 1

Below is the ion C2H9N4 with charge +1 at a distorted geometry, with properties calculated with wB97M-V/def2-TZVPD.

Last column: natural (NBO) charge in e.
Cartesian coordinates (Å):
N  0.0639  -0.0822  0.8746  -0.21
N  -1.0636  0.6441  0.6365  -0.44
N  0.5523  0.7016  -1.1994  -0.30
N  -0.5143  1.4166  -1.0861  -0.27
C  1.1547  0.5507  0.1014  -0.10
C  0.0225  -1.6269  0.4948  -0.43
H  -1.9516  0.1583  0.7320  0.42
H  -1.0435  1.5369  1.1349  0.42
H  -1.2151  1.2473  -1.8097  0.38
H  1.3746  1.5393  0.5090  0.23
H  0.8865  -1.9071  -0.0838  0.22
H  0.0151  -2.1476  1.4475  0.25
H  -0.9058  -1.8363  -0.0323  0.21
H  0.5779  -0.1236  -1.8104  0.38
H  2.0465  -0.0710  0.0910  0.25

Calculated values
Orbital gap, eV: 9.69
Structure (SMILES): [H]/N=[NH+]/CN(C)N
Net charge: +1
Spin multiplicity: 1

Below is the ion C2H9N4 with charge +1 at a distorted geometry, with properties calculated with wB97M-V/def2-TZVPD.

Last column: natural (NBO) charge in e.
Cartesian coordinates (Å):
N  0.4853  0.4033  -0.9524  -0.27
N  0.5319  -0.7279  -1.8904  -0.64
N  -0.4739  -1.3279  0.7885  -0.87
N  0.4295  0.6665  1.5995  -0.73
C  -0.9315  0.9507  -0.6033  -0.29
C  -0.1058  0.0988  0.3266  0.33
H  0.2067  -1.9057  0.2931  0.40
H  0.4025  -0.1952  2.2102  0.48
H  0.5466  -0.2685  -2.7308  0.37
H  -1.5421  0.3754  -1.3090  0.26
H  -0.7841  2.0290  -0.5448  0.25
H  -1.4999  -1.5678  0.6288  0.42
H  1.5196  -0.9257  -1.7002  0.37
H  -0.1949  1.3277  2.1682  0.46
H  1.4099  1.0672  1.7162  0.46

Calculated values
Orbital gap, eV: 9.94
Structure (SMILES): NN1C[C@]1(N)[NH3+]
Net charge: +1
Spin multiplicity: 1

Below is a cluster of 2 separate species, C2H9N4 in total at a distorted geometry, with properties calculated with wB97M-V/def2-TZVPD.

Last column: natural (NBO) charge in e.
Cartesian coordinates (Å):
N  0.0097  0.4511  -1.1231  -0.89
N  -1.3776  -0.0620  0.8998  -0.76
N  0.8286  -0.1044  1.9562  -0.12
N  1.9814  -0.0167  2.6116  -0.54
C  -0.1953  -0.2004  1.3824  0.69
C  -0.7100  -0.0489  -2.3211  -0.42
H  0.5716  1.3172  -1.3352  0.39
H  -0.1217  -0.3493  -3.1961  0.20
H  1.8091  -0.4221  3.4626  0.40
H  -1.8462  0.8480  0.9459  0.46
H  -1.4621  0.6198  -2.6713  0.21
H  2.8212  -0.2860  2.1620  0.42
H  -1.3008  -0.8355  -2.0574  0.17
H  -1.6538  -0.6342  0.0836  0.46
H  0.6460  -0.2767  -0.8000  0.34

Calculated values
Orbital gap, eV: 9.61
Net charge: +1
Spin multiplicity: 1

The records above give, respectively, ΔE to the lowest compared entry with this formula, charge and spin values of 157.2, 446.1, 120.4, 200.5, 12.2, 439.9, 412.3, 418.4 kJ/mol.